Entry 1:
The following is a quantum chemistry calculation of a gas-phase ion, C10H15O3S (charge -1) in a non-equilibrium geometry, from the Open Molecules 2025 dataset.

```
29
C10H15O3S (ωB97M-V/def2-TZVPD)
C 1.571 0.529 -0.087
C 2.198 1.928 0.219
C 2.460 -0.637 0.225
C 1.767 -1.991 0.091
C 0.910 -2.010 -1.168
C -0.192 -0.965 -1.045
C -0.496 1.555 -1.056
C 0.366 0.388 -0.658
C -2.945 0.026 1.657
C -2.027 1.148 1.216
O 3.384 2.040 -0.113
O 1.446 2.761 0.753
O -2.954 0.362 -1.182
S -2.319 1.560 -0.590
H 3.316 -0.579 -0.455
H 2.858 -0.513 1.236
H 2.514 -2.791 0.060
H 1.125 -2.166 0.959
H 1.537 -1.779 -2.033
H 0.473 -3.003 -1.321
H -0.740 -0.876 -1.987
H -0.917 -1.292 -0.290
H -0.113 2.463 -0.592
H -0.515 1.668 -2.145
H -3.301 -0.498 0.764
H -2.422 -0.691 2.290
H -3.813 0.401 2.200
H -0.975 0.883 1.299
H -2.197 2.079 1.753
```

Relative energy (zero: lowest compared OMol25 entry of this formula, charge and spin) in eV: 0.000
Frontier orbital gap in eV: 7.7
Net charge: -1
HOMO energy in eV: -4.6
Total energy in eV: -27592.2158

Löwdin population analysis, charges in e, atoms 1 to 2: number 1, C, carries -0.097; number 2, C, carries -0.710

=====

Entry 2:
The following is a quantum chemistry calculation of 2 unconnected molecules or ions with the total composition C10H15O4P in a non-equilibrium geometry, from the Open Molecules 2025 dataset.

```
30
C10H15O4P (ωB97M-V/def2-TZVPD)
C -0.757 -2.093 -1.403
C -0.108 -1.156 -2.389
C 0.618 -0.196 2.610
C -0.525 0.712 2.549
C 0.841 2.131 -1.238
C -0.049 2.572 -0.139
C -0.248 -0.794 -0.993
C -0.387 -0.358 1.418
C 0.728 1.343 0.044
C 0.085 0.012 0.052
O 4.600 -0.922 1.141
O 3.591 1.211 0.056
O 3.988 -0.699 -1.458
O 2.085 -0.912 0.404
P 3.445 -0.305 -0.065
H -1.769 -2.265 -1.427
H -0.249 -3.073 -1.152
H 0.774 -1.546 -2.734
H -0.764 -0.665 -3.219
H 1.601 0.203 2.426
H 0.554 -0.889 3.437
H -1.316 0.456 3.216
H -0.452 1.645 2.118
H 0.502 1.810 -2.241
H 1.686 2.658 -1.452
H 0.353 3.424 0.444
H -1.170 2.516 -0.337
H 5.091 0.045 1.230
H -0.958 -1.314 1.511
H 1.626 1.229 0.671
```

Relative energy (zero: lowest compared OMol25 entry of this formula, charge and spin) in eV: 3.856
Frontier orbital gap in eV: 5.5
Net charge: -2
HOMO energy in eV: 0.2
Total energy in eV: -28088.9227

Löwdin population analysis, charges in e, atoms 1 to 2: number 1, C, carries -0.160; number 2, C, carries -0.132

=====

Q: net charge of number 2 (C10H15O4P)?
A: -2

=====

Q: total energy of number 1 (C10H15O3S)?
A: -27592.2158 eV

=====

Q: What is the formula in the first record?
A: C10H15O3S